Entry 1:
An isolated ion of composition C8H13N2S and charge +1 in a non-equilibrium geometry. Source: OMol25; level of theory: ωB97M-V/def2-TZVPD.

The geometry in XYZ format:
```
24
Properties=species:S:1:pos:R:3
C 3.222 -0.184 -0.720
N 2.048 -0.498 0.084
C 0.788 -0.086 -0.638
S 0.473 1.773 -0.551
C -1.103 1.757 0.423
C -0.786 0.976 1.724
C -0.462 -0.295 1.561
C -0.455 -0.766 0.141
C -1.941 -0.304 -0.367
N -2.879 -1.134 -0.878
C -2.098 1.016 -0.281
H 4.046 -0.630 -0.145
H 3.117 -0.693 -1.658
H 3.093 0.851 -0.807
H 2.070 0.021 0.927
H 2.006 -1.565 0.245
H 0.739 -0.421 -1.612
H -1.139 2.786 0.657
H -0.993 1.331 2.744
H -0.312 -0.851 2.446
H -0.503 -1.893 0.067
H -2.516 -2.077 -1.083
H -3.535 -0.719 -1.462
H -2.880 1.605 -0.816
```

As for the calculated total energy: -820.003151 Ha. The calculation puts the LUMO energy at -3.20 eV. The spin multiplicity is 1. The gap between HOMO and LUMO comes out at 7.944 eV. Its largest force on an atom is 0.093 Eh/bohr. Its charge is +1. As for the energy relative to the best compared isomer or geometry (same formula, charge and spin): 2.056 eV.


Entry 2:
A 3-piece molecular cluster, C4H12NO2S overall in a non-equilibrium geometry. Source: OMol25; level of theory: ωB97M-V/def2-TZVPD.

The geometry in XYZ format:
```
20
Properties=species:S:1:pos:R:3
C -0.591 -0.861 1.066
C -0.864 0.387 0.277
C -0.811 1.633 1.148
S -2.001 1.710 2.504
N -0.122 0.429 -0.987
C 1.344 0.257 -1.073
O 1.813 -1.015 -1.036
H -1.509 -1.323 1.501
H 0.091 -0.766 1.986
H -0.165 -1.625 0.426
H -1.950 0.400 -0.029
H -0.957 2.579 0.511
H 0.191 1.769 1.494
H -0.666 0.545 3.536
H -0.351 1.258 -1.575
H 1.821 0.833 -0.227
H 1.792 0.726 -1.982
H 1.278 -3.025 -2.490
H 1.010 -1.585 -2.163
O 0.648 -2.326 -2.885
```

As for the calculated total energy: -762.915414 Ha. The calculation puts the LUMO energy at 1.59 eV. The spin multiplicity is 1. The gap between HOMO and LUMO comes out at 4.932 eV. Its largest force on an atom is 0.083 Eh/bohr. Its charge is -1. As for the energy relative to the best compared isomer or geometry (same formula, charge and spin): 4.077 eV.


Entry 3:
A 2-piece molecular cluster, C2H4IN3 overall in a non-equilibrium geometry. Source: OMol25; level of theory: ωB97M-V/def2-TZVPD.

The geometry in XYZ format:
```
10
Properties=species:S:1:pos:R:3
C -1.358 0.477 -0.851
C 2.148 0.217 1.320
N -1.438 1.656 -0.530
N 0.598 -1.462 0.620
N 1.445 -0.707 1.120
I -2.557 -0.794 -2.141
H -0.610 -0.252 -0.626
H 2.904 0.626 1.914
H -2.183 2.289 -0.763
H 1.052 -2.051 -0.062
```

As for the calculated total energy: -540.420867 Ha. The calculation puts the LUMO energy at 0.62 eV. The spin multiplicity is 1. The gap between HOMO and LUMO comes out at 9.582 eV. Its largest force on an atom is 0.039 Eh/bohr. Its charge is 0. As for the energy relative to the best compared isomer or geometry (same formula, charge and spin): 1.880 eV.


Entry 4:
One molecule with the formula C2H6ClO2PS in a non-equilibrium geometry. Source: OMol25; level of theory: ωB97M-V/def2-TZVPD.

The geometry in XYZ format:
```
13
Properties=species:S:1:pos:R:3
C -0.380 -1.978 -0.352
P 0.406 -0.361 -0.621
O -0.752 0.383 0.341
C -1.056 1.726 0.189
O 0.094 2.537 -0.023
S 2.007 -1.086 0.789
Cl 3.776 -0.950 -0.196
H -1.360 -2.101 -0.735
H 0.313 -2.538 -1.008
H -0.549 -2.327 0.668
H -1.625 2.170 0.983
H -1.543 1.932 -0.784
H 0.669 2.592 0.748
```

As for the calculated total energy: -1430.000933 Ha. The calculation puts the LUMO energy at 0.16 eV. The spin multiplicity is 1. The gap between HOMO and LUMO comes out at 9.234 eV. Its largest force on an atom is 0.060 Eh/bohr. Its charge is 0. As for the energy relative to the best compared isomer or geometry (same formula, charge and spin): 1.970 eV.


Entry 5:
C40H51B2Br36F3N3O8 as an isolated structure in a non-equilibrium geometry. Source: OMol25; level of theory: ωB97M-V/def2-TZVPD.

The geometry in XYZ format:
```
143
Properties=species:S:1:pos:R:3
C -1.726 -4.718 -1.689
C -0.777 -3.960 -1.718
C 0.369 -3.151 -1.230
C 0.276 -1.734 -1.446
C -0.890 -1.056 -2.146
C -1.667 -0.097 -1.184
O -1.888 1.134 -1.873
C -2.003 2.252 -1.016
C -1.032 3.363 -1.541
F -1.696 4.527 -1.783
F -0.451 3.032 -2.722
F -0.039 3.647 -0.666
C 1.339 -0.941 -0.947
N 1.207 0.479 -1.200
C 1.669 0.810 -2.298
O 2.030 1.236 -3.323
C 2.459 -1.518 -0.253
C 3.551 -0.708 0.306
C 3.556 0.834 0.242
C 4.609 -1.393 0.918
C 5.756 -0.503 1.449
O 5.345 0.087 2.679
C 5.595 -0.770 3.794
C 5.307 0.080 5.086
O 4.233 0.949 4.771
C 4.517 2.323 5.008
C 3.771 3.177 3.920
O 4.537 4.307 3.507
C 5.537 3.938 2.563
C 5.304 4.576 1.163
N 4.614 -2.777 1.043
B 5.767 -3.471 1.770
O 6.966 -3.541 1.091
O 5.579 -4.001 3.011
C 3.639 -3.556 0.552
N 3.877 -4.928 0.748
C 4.440 -5.657 -0.411
C 5.794 -6.385 -0.026
C 2.519 -2.963 -0.091
C 1.440 -3.768 -0.581
B 1.254 -5.350 -0.468
O 1.616 -6.134 -1.577
C 0.660 -6.111 0.800
C -0.345 -5.261 1.652
H -2.524 -5.360 -2.053
H -0.446 -0.395 -2.921
H -1.593 -1.756 -2.626
H -2.668 -0.538 -0.962
H -1.144 0.008 -0.212
H -3.028 2.664 -1.134
H -1.830 2.029 0.053
H 3.832 1.216 -0.757
H 2.534 1.138 0.540
H 4.224 1.297 0.983
H 6.747 -0.995 1.512
H 5.912 0.363 0.776
H 6.618 -1.195 3.824
H 4.824 -1.577 3.759
H 5.016 -0.568 5.942
H 6.248 0.600 5.352
H 4.078 2.636 5.981
H 5.587 2.591 4.925
H 2.822 3.597 4.314
H 3.505 2.575 3.026
H 5.617 2.834 2.476
H 6.524 4.325 2.904
H 5.520 5.661 1.165
H 4.299 4.354 0.756
H 6.027 4.135 0.439
H 7.024 -2.795 0.475
H 6.360 -4.556 3.179
H 3.156 -5.412 1.268
H 4.674 -4.982 -1.252
H 3.754 -6.464 -0.730
H 5.937 -6.454 1.065
H 6.617 -5.805 -0.489
H 5.807 -7.387 -0.492
H 0.819 -6.528 -1.962
H 0.107 -6.995 0.401
H 1.479 -6.549 1.419
H 0.221 -4.482 2.187
H -0.892 -5.908 2.366
H -1.108 -4.858 0.959
C -5.480 -0.877 0.631
Br -6.521 -1.317 2.194
Br -4.603 0.830 0.816
Br -4.232 -2.282 0.181
H -6.173 -0.792 -0.200
C 1.139 5.813 -4.015
Br 0.922 7.090 -2.585
Br 0.949 6.638 -5.749
Br 2.800 4.840 -3.862
H 0.339 5.089 -3.917
C 8.686 5.930 -1.429
Br 8.863 5.512 0.447
Br 8.834 4.350 -2.529
Br 7.063 6.907 -1.792
H 9.514 6.578 -1.690
C -8.521 -3.733 -0.629
Br -10.268 -3.656 0.186
Br -7.997 -5.544 -1.033
Br -8.404 -2.595 -2.188
H -7.815 -3.352 0.098
C -5.247 4.813 -1.985
Br -5.161 4.267 -0.134
Br -5.106 3.303 -3.181
Br -6.820 5.870 -2.346
H -4.388 5.447 -2.170
C -4.634 -1.325 -4.749
Br -4.739 -0.472 -3.020
Br -4.283 -0.045 -6.148
Br -3.353 -2.773 -4.756
H -5.605 -1.760 -4.949
C -10.082 -6.750 -4.739
Br -10.275 -5.363 -6.066
Br -8.223 -7.164 -4.404
Br -11.035 -6.322 -3.114
H -10.536 -7.644 -5.146
C -2.980 4.975 -6.874
Br -2.159 4.401 -8.522
Br -4.768 4.281 -6.675
Br -1.889 4.527 -5.337
H -3.055 6.056 -6.916
C -5.370 5.703 3.552
Br -5.416 6.836 5.112
Br -3.597 5.596 2.795
Br -6.095 3.949 3.912
H -6.006 6.163 2.805
C -7.087 -1.521 6.586
Br -8.002 -1.613 8.281
Br -8.274 -1.902 5.111
Br -6.176 0.166 6.351
H -6.329 -2.293 6.591
C -4.957 8.625 -4.320
Br -5.057 9.414 -2.562
Br -4.494 9.926 -5.667
Br -3.759 7.108 -4.356
H -5.946 8.254 -4.561
C -1.015 -2.937 5.347
Br -2.777 -2.772 6.114
Br -0.515 -4.785 5.091
Br -0.847 -1.917 3.713
H -0.317 -2.514 6.059
```

As for the calculated total energy: -95334.484492 Ha. The calculation puts the LUMO energy at -3.79 eV. The spin multiplicity is 1. The gap between HOMO and LUMO comes out at 7.346 eV. Its largest force on an atom is 0.041 Eh/bohr. Its charge is +1.


Entry 6:
C30H22BF4FeN6 as an isolated structure. Source: OMol25; level of theory: ωB97M-V/def2-TZVPD.

The geometry in XYZ format:
```
64
Properties=species:S:1:pos:R:3
Fe -0.149 0.474 -0.363
C -1.085 3.543 2.489
C -1.473 2.794 3.603
C -1.843 1.487 3.429
C -1.780 0.909 2.151
N -1.252 1.583 1.115
C -0.992 2.897 1.285
N -2.366 -0.318 1.992
C -2.339 -0.983 0.900
N -1.485 -0.863 -0.171
C -1.676 -1.947 -1.002
N -0.979 -2.333 -1.997
C 0.014 -1.579 -2.579
C 0.647 -2.149 -3.688
C 1.505 -1.400 -4.454
C 1.736 -0.075 -4.103
C 1.155 0.393 -2.950
N 0.340 -0.339 -2.173
C -2.802 -2.758 -0.483
C -3.420 -3.887 -0.979
C -4.476 -4.410 -0.241
C -4.886 -3.812 0.950
C -4.254 -2.672 1.435
C -3.208 -2.167 0.692
H -0.860 4.597 2.564
H -1.513 3.252 4.583
H -2.213 0.880 4.242
H -0.734 3.440 0.384
H 0.409 -3.175 -3.928
H 1.984 -1.828 -5.325
H 2.360 0.572 -4.701
H 1.340 1.402 -2.623
H -3.092 -4.330 -1.911
H -4.995 -5.291 -0.597
H -5.717 -4.239 1.497
H -4.565 -2.188 2.351
N 1.219 2.038 -0.428
C 2.640 1.925 -0.268
C 3.477 2.752 -1.000
C 4.849 2.678 -0.835
C 5.372 1.762 0.066
C 4.524 0.933 0.782
C 3.136 1.002 0.638
C 2.265 0.041 1.363
C 2.711 -0.413 2.608
C 2.173 -1.538 3.205
C 1.222 -2.265 2.512
C 0.711 -1.770 1.318
C 1.136 -0.556 0.767
H 0.985 2.573 -1.258
H 0.830 2.532 0.367
H 3.045 3.463 -1.698
H 5.502 3.329 -1.401
H 6.442 1.677 0.198
H 4.947 0.188 1.443
H 3.511 0.123 3.104
H 2.532 -1.869 4.171
H 0.853 -3.207 2.899
H -0.038 -2.362 0.817
F -1.050 1.827 -1.580
B -2.354 2.320 -2.190
F -3.109 1.191 -2.416
F -2.896 3.167 -1.238
F -1.973 2.978 -3.340
```

As for the calculated total energy: -3173.267606 Ha. The calculation puts the LUMO energy (spin up / spin down) at -0.84 / -0.87 eV. The spin multiplicity is 2. The gap between HOMO and LUMO (spin up / spin down) comes out at 7.525 / 7.492 eV. Its largest force on an atom is 0.018 Eh/bohr. Its charge is 0. As for the energy relative to the best compared isomer or geometry (same formula, charge and spin): 0.000 eV. As for the expectation value of S²: 0.79.


Entry 7:
A 2-piece molecular cluster, C2H11N2O overall in a non-equilibrium geometry. Source: OMol25; level of theory: ωB97M-V/def2-TZVPD.

The geometry in XYZ format:
```
16
Properties=species:S:1:pos:R:3
N 0.689 -0.423 -0.673
C -0.283 0.080 0.494
C -1.353 1.123 0.107
N -2.569 0.572 -0.424
H -0.032 -0.718 -1.348
H 1.461 0.408 -0.838
H 1.145 -1.327 -0.385
H -0.643 -0.758 1.090
H 0.556 0.631 1.085
H -1.435 1.618 1.073
H -0.906 1.912 -0.676
H -3.377 0.668 0.145
H -2.761 0.927 -1.304
H 3.125 -1.641 1.348
H 3.424 -1.748 -0.156
O 2.960 -1.323 0.462
```

As for the calculated total energy: -267.258339 Ha. The calculation puts the LUMO energy at -3.49 eV. The spin multiplicity is 1. The gap between HOMO and LUMO comes out at 10.035 eV. Its largest force on an atom is 0.112 Eh/bohr. Its charge is +1. As for the energy relative to the best compared isomer or geometry (same formula, charge and spin): 1.806 eV.


Entry 8:
C33H45BN5O4P2Ru as an isolated structure. Source: OMol25; level of theory: ωB97M-V/def2-TZVPD.

The geometry in XYZ format:
```
91
Properties=species:S:1:pos:R:3
Ru -0.753 -0.274 0.367
C -3.292 2.961 2.351
C -2.311 2.276 1.417
O -1.724 1.264 1.855
C -2.138 2.876 0.148
C -1.237 2.561 -0.882
C -1.106 3.589 -1.981
N -0.529 1.439 -0.949
N 0.350 1.458 -2.008
C 1.001 0.439 -2.377
O 0.986 -0.790 -1.728
C 1.921 0.509 -3.533
C 2.883 -0.476 -3.739
C 3.742 -0.400 -4.827
C 3.646 0.655 -5.719
C 2.685 1.640 -5.518
C 1.828 1.569 -4.434
H -3.380 2.384 3.269
H -4.274 3.052 1.883
H -2.950 3.970 2.590
H -2.715 3.778 -0.008
H -1.858 4.364 -1.859
H -1.206 3.132 -2.965
H -0.117 4.048 -1.945
H 2.967 -1.301 -3.043
H 4.489 -1.170 -4.975
H 4.312 0.712 -6.570
H 2.601 2.464 -6.215
H 1.077 2.329 -4.267
C -1.833 -2.209 3.128
P -1.103 -2.204 1.439
C 0.216 -3.452 1.712
C -2.371 -3.194 0.530
C -2.643 -4.541 0.752
C -3.618 -5.192 0.013
C -4.343 -4.495 -0.947
C -4.104 -3.145 -1.148
C -3.119 -2.489 -0.414
P -2.771 -0.684 -0.455
C -4.275 -0.097 0.426
C -3.208 -0.127 -2.144
H -2.042 -3.215 3.496
H -2.758 -1.631 3.111
H -1.141 -1.708 3.807
H -0.184 -4.397 2.082
H 0.892 -3.066 2.475
H 0.769 -3.626 0.791
H -2.088 -5.097 1.498
H -3.810 -6.245 0.178
H -5.097 -5.005 -1.534
H -4.688 -2.606 -1.884
H -5.167 -0.595 0.042
H -4.377 0.979 0.285
H -4.174 -0.300 1.492
H -4.131 -0.580 -2.509
H -2.398 -0.339 -2.836
H -3.349 0.954 -2.098
C 1.216 2.675 1.569
N 1.830 1.701 2.459
C 1.294 1.722 3.816
C 2.109 0.450 1.930
N 1.434 -0.050 0.947
N 3.183 -0.179 2.515
C 4.250 0.555 3.171
C 3.541 -1.523 2.125
H 1.368 3.664 2.007
H 0.153 2.503 1.433
H 1.705 2.638 0.598
H 0.218 1.511 3.812
H 1.459 2.707 4.253
H 1.800 0.981 4.433
H 1.906 -0.849 0.542
H 3.994 1.606 3.231
H 5.182 0.452 2.605
H 4.420 0.167 4.179
H 2.653 -2.122 1.948
H 4.110 -1.988 2.931
H 4.160 -1.540 1.219
O 0.373 -3.118 -1.701
B 0.243 -1.824 -2.195
O -0.618 -1.765 -3.286
C -1.089 -3.052 -3.422
C -1.999 -3.535 -4.329
C -2.306 -4.894 -4.240
C -1.718 -5.706 -3.279
C -0.795 -5.201 -2.363
C -0.499 -3.864 -2.464
H -2.450 -2.890 -5.071
H -3.019 -5.321 -4.933
H -1.985 -6.754 -3.235
H -0.336 -5.823 -1.607
```

As for the calculated total energy: -2661.851811 Ha. The calculation puts the LUMO energy (spin up / spin down) at 0.63 / 0.62 eV. The spin multiplicity is 2. The gap between HOMO and LUMO (spin up / spin down) comes out at 6.617 / 7.057 eV. Its largest force on an atom is 0.005 Eh/bohr. Its charge is 0. As for the energy relative to the best compared isomer or geometry (same formula, charge and spin): 0.000 eV. As for the expectation value of S²: 0.75.


Entry 9:
C5H6F2O as an isolated structure in a non-equilibrium geometry. Source: OMol25; level of theory: ωB97M-V/def2-TZVPD.

The geometry in XYZ format:
```
14
Properties=species:S:1:pos:R:3
C -0.238 -0.517 0.128
C 0.199 0.718 -0.206
C -1.660 -0.011 -0.010
C 0.301 -1.752 0.760
C 1.306 1.660 -0.531
O -1.175 1.320 -0.236
F -2.583 -0.190 0.894
F -2.195 -0.464 -1.191
H -0.409 -2.490 0.951
H 1.024 -1.529 1.585
H 0.757 -2.254 -0.090
H 1.280 1.622 -1.704
H 2.327 1.320 -0.150
H 1.066 2.568 -0.201
```

As for the calculated total energy: -469.014553 Ha. The calculation puts the LUMO energy at 0.79 eV. The spin multiplicity is 1. The gap between HOMO and LUMO comes out at 9.755 eV. Its largest force on an atom is 0.119 Eh/bohr. Its charge is 0. As for the energy relative to the best compared isomer or geometry (same formula, charge and spin): 1.476 eV.


Entry 10:
A 2-piece molecular cluster, C2H4N2OS overall in a non-equilibrium geometry. Source: OMol25; level of theory: ωB97M-V/def2-TZVPD.

The geometry in XYZ format:
```
10
Properties=species:S:1:pos:R:3
C -1.424 0.006 -0.283
C -2.533 -0.631 -0.187
N -0.346 0.535 -0.428
N 2.424 -0.348 1.169
O 2.692 0.826 -0.991
S 2.058 -0.260 -0.309
H -3.172 -0.470 -1.034
H -2.544 -1.430 0.581
H -0.115 1.448 -0.105
H 2.961 0.324 1.588
```

As for the calculated total energy: -661.282387 Ha. The calculation puts the LUMO energy (spin up / spin down) at 0.24 / -4.23 eV. The spin multiplicity is 3. The gap between HOMO and LUMO (spin up / spin down) comes out at 5.396 / 4.848 eV. Its largest force on an atom is 0.075 Eh/bohr. Its charge is 0. As for the energy relative to the best compared isomer or geometry (same formula, charge and spin): 4.074 eV. As for the expectation value of S²: 2.02.